[1]
{"formula": "C5H9BrN", "method": "ωB97M-V with the def2-TZVPD basis set", "total_charge": 1, "spin_multiplicity": 1, "e_tot_ev": -76849.86270, "orbital_gap_ev": [7.15, 9.48], "homo_ev": [-11.84, -13.26], "lumo_energy_ha": [-0.172, -0.139], "de_lowest_kcal_mol": 125.73, "species": ["C", "C", "C", "C", "C", "N", "Br", "H", "H", "H", "H", "H", "H", "H", "H", "H"], "coordinates": [[2.531, 2.248, 0.355], [2.165, 1.015, 0.345], [-1.009, -1.382, 0.699], [-2.040, -1.406, -0.295], [-0.607, 0.632, -0.600], [-0.698, -0.728, -0.516], [2.676, -0.709, 0.225], [3.436, 2.636, 0.694], [1.849, 3.133, 0.061], [-1.281, -0.878, 1.591], [-0.622, -2.360, 1.047], [-2.140, -2.280, -0.846], [-2.825, -0.797, -0.250], [-0.939, 1.067, 0.276], [-0.422, 0.981, -1.576], [-0.073, -1.171, -1.212]]}

***

[2]
{"formula": "C18H23B2BrF5O17", "method": "ωB97M-V with the def2-TZVPD basis set", "total_charge": -1, "spin_multiplicity": 1, "e_tot_ev": -138831.01590, "orbital_gap_ev": 5.80, "homo_ev": -4.01, "lumo_energy_ha": 0.066, "species": ["C", "B", "O", "B", "C", "C", "O", "Br", "H", "H", "H", "H", "H", "H", "H", "H", "C", "C", "O", "C", "O", "O", "F", "H", "H", "H", "C", "C", "O", "C", "O", "O", "F", "H", "H", "H", "C", "C", "O", "C", "O", "O", "F", "H", "H", "H", "C", "C", "O", "C", "O", "O", "F", "H", "H", "H", "C", "C", "O", "C", "O", "O", "F", "H", "H", "H"], "coordinates": [[1.764, 0.057, 2.148], [0.167, 0.390, 2.238], [-0.245, 1.603, 2.869], [-0.876, -0.726, 1.526], [-2.359, -0.064, 1.131], [-3.202, 0.316, 2.344], [-3.397, -0.384, 3.252], [-4.133, 2.115, 2.474], [2.004, -0.452, 3.121], [1.961, -0.721, 1.369], [2.392, 0.969, 2.007], [0.444, 2.250, 2.639], [-1.008, -1.715, 2.218], [-0.360, -1.003, 0.460], [-2.154, 0.805, 0.449], [-2.914, -0.870, 0.588], [-2.363, 2.790, -3.497], [-2.930, 2.229, -2.226], [-1.784, 1.755, -1.548], [-0.751, 2.551, -1.958], [0.297, 2.625, -1.413], [-1.083, 3.256, -3.079], [-3.753, 1.177, -2.481], [-2.240, 2.025, -4.265], [-2.964, 3.605, -3.900], [-3.450, 2.958, -1.601], [6.194, 0.717, -0.472], [6.369, 0.594, 1.015], [5.092, 0.168, 1.451], [4.553, -0.535, 0.412], [3.621, -1.256, 0.504], [5.237, -0.302, -0.749], [6.644, 1.805, 1.581], [5.786, 1.688, -0.765], [7.120, 0.545, -1.018], [7.124, -0.138, 1.322], [-7.624, 1.530, 2.464], [-8.480, 0.315, 2.255], [-9.369, 0.726, 1.231], [-8.689, 1.655, 0.495], [-9.016, 2.019, -0.587], [-7.591, 2.102, 1.154], [-9.202, 0.020, 3.367], [-8.073, 2.243, 3.159], [-6.622, 1.282, 2.811], [-7.931, -0.572, 1.929], [8.427, -3.874, 3.936], [9.200, -2.655, 4.354], [9.368, -1.957, 3.134], [8.294, -2.289, 2.363], [7.959, -1.694, 1.388], [7.649, -3.376, 2.849], [10.422, -2.988, 4.839], [9.075, -4.678, 3.581], [7.791, -4.259, 4.731], [8.683, -2.017, 5.073], [-2.270, -1.935, -5.998], [-2.926, -0.679, -5.500], [-3.440, -0.099, -6.685], [-3.702, -1.139, -7.531], [-4.378, -1.058, -8.501], [-3.092, -2.281, -7.113], [-2.018, 0.168, -4.957], [-1.247, -1.764, -6.340], [-2.263, -2.728, -5.253], [-3.740, -0.847, -4.792]]}

***

[3]
{"formula": "C19H19Cl57", "method": "ωB97M-V with the def2-TZVPD basis set", "spin_multiplicity": 1, "e_tot_ev": -733788.27374, "orbital_gap_ev": 10.64, "homo_ev": -10.62, "lumo_energy_ha": 0.001, "de_lowest_kcal_mol": 0.00, "species": ["C", "Cl", "Cl", "Cl", "H", "C", "Cl", "Cl", "Cl", "H", "C", "Cl", "Cl", "Cl", "H", "C", "Cl", "Cl", "Cl", "H", "C", "Cl", "Cl", "Cl", "H", "C", "Cl", "Cl", "Cl", "H", "C", "Cl", "Cl", "Cl", "H", "C", "Cl", "Cl", "Cl", "H", "C", "Cl", "Cl", "Cl", "H", "C", "Cl", "Cl", "Cl", "H", "C", "Cl", "Cl", "Cl", "H", "C", "Cl", "Cl", "Cl", "H", "C", "Cl", "Cl", "Cl", "H", "C", "Cl", "Cl", "Cl", "H", "C", "Cl", "Cl", "Cl", "H", "C", "Cl", "Cl", "Cl", "H", "C", "Cl", "Cl", "Cl", "H", "C", "Cl", "Cl", "Cl", "H", "C", "Cl", "Cl", "Cl", "H"], "coordinates": [[2.551, -3.777, 0.964], [3.832, -2.451, 1.027], [1.196, -3.111, 1.916], [3.138, -5.231, 1.786], [2.231, -3.964, -0.061], [1.934, -4.450, 5.643], [3.254, -5.496, 6.085], [2.405, -2.750, 5.316], [0.575, -4.546, 6.820], [1.528, -4.880, 4.727], [0.250, -0.369, 0.441], [-0.141, 1.333, -0.110], [0.879, -1.306, -0.942], [-1.245, -1.182, 1.086], [1.015, -0.379, 1.217], [-2.699, 0.647, -4.991], [-4.554, 0.539, -4.946], [-2.014, 2.156, -4.402], [-2.314, 0.348, -6.701], [-2.294, -0.190, -4.422], [1.367, 6.603, -0.489], [0.140, 7.135, 0.682], [2.935, 6.437, 0.299], [1.406, 7.461, -2.054], [1.038, 5.599, -0.758], [3.046, 0.817, 5.127], [3.281, -0.172, 3.667], [1.332, 1.461, 5.006], [4.183, 2.167, 5.128], [3.196, 0.218, 6.025], [1.319, 5.263, 4.477], [1.621, 4.380, 2.987], [0.010, 6.391, 4.267], [2.774, 6.023, 5.008], [0.978, 4.550, 5.227], [-3.163, 6.241, -1.049], [-3.062, 7.607, -2.194], [-1.911, 5.009, -1.395], [-4.747, 5.479, -1.204], [-2.994, 6.572, -0.024], [1.104, -0.240, -6.035], [0.871, -0.636, -4.323], [0.217, -1.535, -6.971], [2.863, -0.317, -6.398], [0.730, 0.777, -6.155], [-1.856, -6.199, 2.205], [-2.624, -5.696, 3.734], [-0.180, -6.676, 2.448], [-1.825, -4.956, 0.907], [-2.392, -7.073, 1.834], [6.586, 0.591, 1.251], [7.522, -0.644, 2.050], [7.277, 0.921, -0.374], [6.472, 2.037, 2.237], [5.559, 0.235, 1.172], [0.659, 4.620, -4.801], [0.527, 3.599, -6.270], [0.776, 3.519, -3.353], [-0.651, 5.796, -4.787], [1.590, 5.183, -4.863], [-4.299, -2.286, -1.621], [-2.869, -1.256, -1.808], [-3.863, -3.880, -2.315], [-5.653, -1.621, -2.521], [-4.662, -2.427, -0.603], [-5.249, -1.165, 3.010], [-6.558, -1.337, 4.191], [-5.741, -0.089, 1.672], [-4.888, -2.731, 2.305], [-4.346, -0.767, 3.474], [-2.010, -4.647, -5.497], [-1.282, -3.408, -4.510], [-0.773, -5.883, -6.008], [-2.851, -3.819, -6.824], [-2.729, -5.116, -4.825], [-2.170, -2.005, 5.858], [-1.878, -2.467, 4.162], [-3.807, -2.501, 6.444], [-1.940, -0.276, 6.046], [-1.489, -2.455, 6.580], [3.145, -4.834, -4.524], [2.905, -4.478, -6.255], [2.487, -6.410, -4.068], [2.604, -3.596, -3.409], [4.226, -4.928, -4.422], [3.426, 1.772, -1.612], [3.487, 2.729, -0.122], [4.081, 0.161, -1.326], [4.282, 2.537, -2.973], [2.391, 1.626, -1.919], [-3.893, 3.144, 2.051], [-2.797, 4.544, 2.078], [-5.568, 3.729, 1.894], [-3.727, 2.056, 3.500], [-3.490, 2.593, 1.202]]}

***

[4]
{"formula": "CH6N4S2", "method": "ωB97M-V with the def2-TZVPD basis set", "smiles": "NN=C(NS)NS", "spin_multiplicity": 1, "e_tot_ev": -28763.59126, "orbital_gap_ev": 9.52, "homo_ev": -8.86, "lumo_energy_ha": 0.024, "de_lowest_kcal_mol": 0.33, "species": ["C", "H", "H", "H", "H", "H", "H", "N", "N", "N", "N", "S", "S"], "coordinates": [[0.115, -0.336, 0.120], [2.746, -0.676, -0.968], [3.045, -0.286, 0.589], [0.941, 1.277, -0.619], [-1.897, 2.153, -0.829], [-0.785, -1.830, 1.030], [-3.196, -0.212, 0.514], [2.351, -0.194, -0.189], [1.215, -0.993, 0.192], [0.009, 0.939, -0.401], [-1.030, -0.955, 0.628], [-1.047, 2.125, 0.224], [-2.469, -1.013, -0.292]]}

***

[5]
{"formula": "C10H22IrN2P2S", "method": "ωB97M-V with the def2-TZVPD basis set", "total_charge": 2, "spin_multiplicity": 6, "e_tot_ev": -45942.57230, "orbital_gap_ev": [9.27, 6.34], "homo_ev": [-14.34, -15.95], "lumo_energy_ha": [-0.186, -0.353], "species": ["Ir", "C", "P", "C", "C", "C", "P", "C", "C", "H", "H", "H", "H", "H", "H", "H", "H", "H", "H", "H", "H", "H", "H", "H", "H", "C", "N", "C", "C", "N", "C", "H", "H", "H", "H", "H", "H", "S"], "coordinates": [[-0.281, 0.807, -0.833], [-3.498, 0.374, 1.009], [-1.931, -0.380, 0.529], [-2.318, -2.081, 0.071], [-0.914, -0.482, 2.042], [-0.359, 0.869, 2.534], [0.214, 2.017, 1.212], [-0.862, 3.468, 1.309], [1.849, 2.617, 1.675], [-3.990, -0.283, 1.728], [-4.139, 0.495, 0.137], [-3.344, 1.351, 1.467], [-2.699, -2.607, 0.948], [-1.434, -2.593, -0.306], [-3.084, -2.081, -0.704], [-0.092, -1.159, 1.796], [-1.495, -0.968, 2.828], [0.489, 0.685, 3.194], [-1.101, 1.409, 3.126], [-0.877, 3.841, 2.334], [-1.879, 3.228, 0.998], [-0.473, 4.247, 0.652], [1.783, 3.082, 2.660], [2.184, 3.357, 0.948], [2.568, 1.799, 1.707], [3.679, -2.815, -2.475], [2.434, -2.023, -2.466], [1.412, -2.109, -3.387], [0.483, -1.195, -3.021], [0.934, -0.557, -1.871], [2.118, -1.084, -1.575], [3.684, -3.424, -3.372], [3.719, -3.461, -1.603], [4.538, -2.151, -2.491], [1.444, -2.795, -4.217], [-0.445, -0.937, -3.505], [2.756, -0.793, -0.757], [-1.074, 2.333, -2.323]]}

***

[6]
{"formula": "CH2S4", "method": "ωB97M-V with the def2-TZVPD basis set", "smiles": "S=C(S)SS", "spin_multiplicity": 1, "e_tot_ev": -44409.15850, "orbital_gap_ev": 7.47, "homo_ev": -8.26, "lumo_energy_ha": -0.029, "de_lowest_kcal_mol": 8.19, "species": ["C", "S", "S", "S", "S", "H", "H"], "coordinates": [[-0.225, 0.147, 0.711], [-1.562, -0.346, -0.043], [0.067, 1.502, 1.676], [0.824, -2.534, -0.437], [1.473, -0.956, 0.593], [-0.949, 2.349, 1.151], [-0.500, -2.039, -0.523]]}